Here is 14 unconnected molecules or ions with the total composition C39H60BrN16O2 from the Open Molecules 2025 dataset. Energies are from ωB97M-V/def2-TZVPD.

```
118
Properties=species:S:1:pos:R:3:forces:R:3:mulliken_charge:R:1
C 1.119461 1.762360 4.771755 0.23 0.66 0.78 -0.610
C 2.275648 1.997346 3.752782 0.58 -0.43 1.98 -0.451
O 1.963053 1.714486 2.352033 -1.62 -0.30 0.16 -0.407
C 0.729752 1.103189 2.199148 1.78 1.89 -0.18 0.289
C -0.368038 1.989215 1.864710 -3.11 -2.52 -0.36 0.630
C -0.245536 3.513098 1.677504 1.58 -0.35 0.76 -0.595
C 0.490064 3.851571 0.332440 -0.79 -0.20 -0.30 -0.040
O 0.015133 3.465179 -0.706871 0.40 0.15 0.56 -0.451
C -1.654565 1.277946 1.755953 4.64 0.03 0.78 -0.286
C -1.511744 -0.156886 2.012000 -3.08 -0.10 -0.62 -0.041
C -2.853979 -0.974627 1.962887 0.57 -0.26 -0.18 -0.839
C -3.039781 -1.744996 0.599416 -0.69 0.69 -0.20 -0.117
C -3.235539 -0.777757 -0.637203 -0.01 -0.71 0.15 -0.933
Br -4.771598 -2.752701 0.772027 0.70 0.17 0.17 -0.165
N -0.436723 -0.885748 2.279945 -0.65 1.03 -0.27 -1.282
N 0.707875 -0.230599 2.371949 -1.08 1.31 -0.14 1.886
C 1.938011 -1.051218 2.724767 1.92 -0.01 0.28 -0.999
N 2.986549 -0.977044 1.755378 -1.42 3.40 -0.11 0.039
C 2.524662 -1.182179 0.357668 1.15 0.73 -0.78 -1.024
H 0.867026 0.687025 4.926111 0.07 0.84 -0.28 0.299
H 1.505347 2.132808 5.774149 -0.35 -0.58 -1.34 0.115
H 0.204694 2.387821 4.576356 0.75 -0.70 -0.06 0.298
H 3.116965 1.311314 4.047301 -0.70 0.68 -0.30 0.283
H 2.657081 3.040470 3.892073 -0.43 -0.80 -0.72 0.336
H 0.417945 3.882927 2.508208 -0.79 -0.16 -0.63 0.023
H -1.238924 4.024525 1.732804 0.83 -0.57 -0.19 0.511
H 1.427578 4.474198 0.324247 -0.60 -0.44 0.37 0.388
H -2.606013 1.799344 1.540078 0.64 -0.70 0.22 0.162
H -3.729162 -0.279214 2.121231 0.98 -0.87 -0.18 0.270
H -2.818304 -1.737580 2.776993 -0.08 0.69 -0.54 0.487
H -2.279378 -2.536583 0.421043 -0.50 0.72 0.25 0.552
H -2.363648 -0.827215 -1.335967 -0.54 0.36 0.74 0.245
H -4.118845 -1.121818 -1.226120 0.74 0.38 0.45 0.424
H -3.448219 0.250801 -0.263653 0.28 -0.65 -0.46 0.149
H 1.651883 -2.128191 2.840555 -0.44 1.11 -0.29 0.283
H 2.305057 -0.675797 3.708767 -0.37 -0.25 -0.65 0.222
H 3.573762 -0.148861 1.846832 -0.51 -0.04 -0.07 0.354
H 1.831211 -2.043823 0.270264 0.20 1.05 0.08 0.337
H 3.429958 -1.477204 -0.237004 -0.89 0.26 0.43 0.391
H 2.138544 -0.247159 -0.130579 -0.05 -0.67 0.52 0.273
C 2.571090 0.881475 8.875726 -1.37 2.69 -1.14 -0.944
C 2.823817 0.260442 7.553711 -0.17 0.56 -0.08 0.565
N 3.019733 -0.207883 6.518048 -0.27 0.38 0.24 -0.441
H 1.816742 0.322398 9.419955 0.06 0.01 -0.07 0.330
H 3.470560 0.927981 9.463941 -0.12 0.56 -0.12 0.294
H 2.206247 1.907019 8.720753 -0.15 -0.10 -0.20 0.378
C 3.518823 -5.532212 0.647341 -0.04 0.54 0.23 -1.028
C 3.304598 -4.150752 1.143643 0.22 -0.17 -0.05 0.425
N 3.139107 -3.072533 1.530462 0.43 -5.75 0.15 -0.304
H 4.305562 -5.539583 -0.105423 -0.04 0.05 0.04 0.183
H 3.811247 -6.179389 1.473718 -0.02 0.07 0.00 0.365
H 2.600051 -5.914203 0.203793 0.03 0.08 0.00 0.273
C -0.390370 4.798269 -3.548426 -0.36 0.40 -0.19 -0.628
C -1.217950 5.849126 -4.177312 0.10 -0.07 -0.01 0.389
N -1.862448 6.669158 -4.667672 0.47 -0.48 0.17 -0.459
H -0.817647 4.517690 -2.588535 0.00 0.04 -0.07 0.149
H -0.355319 3.918776 -4.189870 0.03 0.06 0.00 0.262
H 0.623387 5.166238 -3.397531 -0.04 -0.03 -0.06 0.274
C 2.653883 6.177674 6.073602 0.08 -0.49 0.11 -0.929
C 2.811592 4.743150 6.396622 0.02 0.10 0.04 0.488
N 2.934532 3.625978 6.651409 0.00 0.71 -0.11 -0.430
H 3.566906 6.556179 5.615517 -0.02 -0.04 0.03 0.293
H 1.824663 6.312251 5.379918 0.02 -0.02 0.04 0.253
H 2.451847 6.741340 6.983448 0.01 -0.05 -0.02 0.330
C 4.327339 -5.279821 -3.631668 -0.29 0.29 0.38 -0.914
C 3.533985 -4.410605 -2.730543 0.06 -0.11 -0.20 0.403
N 2.913933 -3.735293 -2.032586 0.27 -0.35 -0.34 -0.400
H 5.370931 -5.277814 -3.318602 -0.05 0.04 -0.01 0.328
H 3.943920 -6.299513 -3.593673 -0.06 0.07 0.04 0.262
H 4.261645 -4.914037 -4.655585 -0.02 0.03 0.07 0.335
C 5.255469 -3.008838 9.630671 -0.28 0.39 -0.10 -0.918
C 4.353437 -1.860037 9.408640 0.07 -0.02 0.09 0.305
N 3.650512 -0.960158 9.234981 2.31 -4.63 1.27 -0.353
H 5.348440 -3.588399 8.712719 -0.03 0.06 0.02 0.265
H 6.241059 -2.653350 9.929145 -0.06 0.01 -0.01 0.271
H 4.853800 -3.647355 10.416542 -0.01 0.06 -0.03 0.281
C -0.378864 -5.376529 -4.252288 0.24 -0.45 0.13 -0.757
C 0.420885 -6.564088 -3.881388 0.02 -0.03 0.03 0.406
N 1.040885 -7.492875 -3.591589 -0.26 0.58 -0.23 -0.496
H -0.528500 -4.742573 -3.379187 0.04 -0.05 -0.02 0.313
H 0.141339 -4.806021 -5.020886 -0.02 -0.04 0.03 0.235
H -1.349682 -5.687594 -4.636670 0.05 0.02 0.00 0.281
C -5.549919 3.754273 1.603075 -0.06 -0.45 0.25 -0.710
C -5.463021 2.315247 1.926967 -0.01 0.13 0.00 0.464
N -5.395053 1.189774 2.170902 0.02 0.65 -0.20 -0.486
H -4.603257 4.098971 1.186343 -0.04 -0.03 -0.02 0.189
H -6.343805 3.917128 0.868921 0.26 0.03 0.29 0.154
H -5.771184 4.325995 2.504052 0.02 -0.08 0.00 0.332
C 0.748811 5.273862 -7.611441 0.26 -0.13 0.38 -0.715
C 1.644650 4.844285 -6.515864 0.14 -0.03 0.03 0.371
N 2.352940 4.507491 -5.669457 -0.56 0.23 -0.50 -0.417
H -0.132467 5.764666 -7.198007 0.05 -0.01 0.01 0.220
H 1.271761 5.971626 -8.264218 0.01 -0.03 0.05 0.292
H 0.434950 4.408145 -8.193509 0.04 0.02 0.04 0.263
C -7.104929 1.706552 -1.761642 -0.05 0.45 0.18 -0.666
C -7.267679 3.085121 -1.251465 -0.12 -0.04 -0.19 0.442
N -7.394656 4.159265 -0.852038 0.00 -0.66 -0.42 -0.501
H -6.322826 1.682597 -2.519755 -0.04 0.04 0.02 0.258
H -6.830474 1.039376 -0.944170 -0.03 0.05 0.00 0.215
H -8.039619 1.363225 -2.203122 0.03 0.05 0.03 0.306
C -4.874432 7.472268 -4.145011 -0.32 0.37 0.45 -0.508
C -5.658567 8.336340 -3.235677 -0.03 -0.07 -0.08 0.274
N -6.269176 9.008258 -2.526754 0.33 -0.33 -0.32 -0.379
H -3.828048 7.468553 -3.843512 -0.15 0.04 -0.09 0.125
H -5.258307 6.453024 -4.109783 -0.02 0.05 0.02 0.245
H -4.947851 7.844613 -5.165827 0.03 0.01 0.06 0.265
C -1.570759 -5.891625 -8.218578 -0.53 0.58 0.31 -0.691
C -2.379022 -5.015843 -7.343192 -0.03 -0.01 -0.07 0.359
N -2.993210 -4.338967 -6.640660 0.35 -0.33 -0.28 -0.429
H -0.535444 -5.879601 -7.894142 -0.10 -0.02 -0.03 0.249
H -1.945410 -6.911761 -8.168741 0.07 0.05 0.03 0.261
H -1.625022 -5.542284 -9.249251 -0.02 0.01 0.05 0.322
C 1.982905 -9.597808 -6.679705 -0.22 0.33 -0.22 -0.725
C 1.188310 -8.614969 -7.445389 0.04 -0.06 0.07 0.316
N 0.567536 -7.849593 -8.042404 0.60 -0.64 0.31 -0.385
H 1.421928 -10.525589 -6.575319 0.00 0.06 -0.02 0.261
H 2.917854 -9.803111 -7.199890 -0.06 0.02 -0.03 0.287
H 2.204013 -9.201612 -5.688612 -0.09 0.02 -0.03 0.201
```
Forces are in eV/Å.

HOMO-LUMO gap: 6.90 eV
Lowest unoccupied orbital energy: -3.64 eV
Net charge: +1
HOMO energy: -10.5 eV

=====

Here is a single C3H2Cl2N2O2S molecule from the Open Molecules 2025 dataset. Energies are from ωB97M-V/def2-TZVPD.

```
12
Properties=species:S:1:pos:R:3:forces:R:3:nbo_charge:R:1
C -2.228694 -0.570809 -0.345130 -2.24 0.94 -0.67 -0.117
C 0.509623 0.617842 0.175472 -0.86 -0.88 -0.57 -0.234
C 0.119008 -0.786552 -0.312134 1.70 -0.06 -0.94 0.363
N -1.041608 -1.052213 -0.650660 1.61 -1.71 0.17 -0.435
N 1.957445 0.651555 0.570662 1.13 -0.18 -0.01 0.512
O 2.220498 0.651719 1.750432 -0.65 0.13 0.26 -0.333
O 2.787133 0.553944 -0.311766 -0.77 0.70 0.06 -0.336
S -2.802938 -0.203134 1.117150 0.01 0.00 0.61 -0.019
Cl 0.125981 1.724624 -1.124808 0.34 0.42 -0.12 0.055
Cl 1.505239 -1.884250 -0.628938 -1.65 0.20 0.23 0.040
H -2.931087 -0.491185 -1.200382 0.67 -0.04 0.27 0.218
H -0.220598 0.788462 0.960103 0.70 0.45 0.70 0.286
```
Forces are in eV/Å.

Structure (SMILES): O=[N+]([O-])[C@@H](Cl)/C(Cl)=N\C=S
HOMO-LUMO gap: 8.07 eV
Lowest unoccupied orbital energy: -1.42 eV
ΔE to the lowest compared entry with this formula, charge and spin: 6.9 kJ/mol
HOMO energy: -9.5 eV

=====

- What is the HOMO energy in the first record?
  -10.5 eV

=====

Copy entry 2 word for word.
Here is a single C3H2Cl2N2O2S molecule from the Open Molecules 2025 dataset. Energies are from ωB97M-V/def2-TZVPD.

```
12
Properties=species:S:1:pos:R:3:forces:R:3:nbo_charge:R:1
C -2.228694 -0.570809 -0.345130 -2.24 0.94 -0.67 -0.117
C 0.509623 0.617842 0.175472 -0.86 -0.88 -0.57 -0.234
C 0.119008 -0.786552 -0.312134 1.70 -0.06 -0.94 0.363
N -1.041608 -1.052213 -0.650660 1.61 -1.71 0.17 -0.435
N 1.957445 0.651555 0.570662 1.13 -0.18 -0.01 0.512
O 2.220498 0.651719 1.750432 -0.65 0.13 0.26 -0.333
O 2.787133 0.553944 -0.311766 -0.77 0.70 0.06 -0.336
S -2.802938 -0.203134 1.117150 0.01 0.00 0.61 -0.019
Cl 0.125981 1.724624 -1.124808 0.34 0.42 -0.12 0.055
Cl 1.505239 -1.884250 -0.628938 -1.65 0.20 0.23 0.040
H -2.931087 -0.491185 -1.200382 0.67 -0.04 0.27 0.218
H -0.220598 0.788462 0.960103 0.70 0.45 0.70 0.286
```
Forces are in eV/Å.

Structure (SMILES): O=[N+]([O-])[C@@H](Cl)/C(Cl)=N\C=S
HOMO-LUMO gap: 8.07 eV
Lowest unoccupied orbital energy: -1.42 eV
ΔE to the lowest compared entry with this formula, charge and spin: 6.9 kJ/mol
HOMO energy: -9.5 eV